# 1
90
Properties=species:S:1:pos:R:3:forces:R:3:lowdin_charge:R:1 method="wB97M-V/def2-TZVPD" orbital_gap_ev=9.9 total_charge=0 de_lowest_kj_mol=86.18 smiles=OCCO.OCCO.OCCO.OCCO.OCCO.OCCO.OCCO.OCCO.OCCO e_tot_ha=-2072.36990
O 1.742855 1.789865 2.259250 0.9 0.4 1.2 -0.09
C 0.287564 -3.369185 1.577974 -1.7 0.5 -0.2 -0.20
H -3.352971 -3.415404 -3.407766 -0.2 -0.1 -0.2 0.12
C 4.032604 1.942643 1.696204 0.3 -1.0 0.4 -0.27
H -2.116257 1.824265 4.036441 0.8 0.7 -0.9 0.14
H 1.077894 -0.960794 -4.225092 -0.4 0.2 0.3 0.07
C 1.963838 -2.745703 -5.226028 -0.9 -0.7 0.5 -0.22
H -2.001731 -0.384379 2.076334 -1.5 0.0 -0.2 0.10
C -1.765688 3.332039 2.426704 1.3 1.6 0.0 -0.20
C 1.004913 5.967396 3.295600 -1.8 -0.5 1.2 -0.20
H -1.607138 4.252919 3.022739 -0.4 -0.4 -0.1 0.11
O -0.640651 6.186006 1.524519 -0.3 -0.2 0.1 -0.07
C 2.791872 -1.740321 -4.484883 -1.2 0.5 -0.2 -0.21
H 4.196333 -2.504239 -0.203675 0.1 -0.7 0.8 0.13
H 0.398470 1.945481 -1.284752 0.1 -0.1 0.0 0.13
O -3.431656 1.051152 1.416618 -0.3 -2.2 0.2 -0.10
C -3.815428 -1.466840 1.519681 0.1 1.2 0.8 -0.23
H 2.859143 0.148382 1.545252 0.2 1.1 0.8 0.13
H 1.362888 6.042448 1.173374 0.0 -0.4 0.0 0.13
C -0.125594 1.010841 -1.032964 0.3 0.2 0.0 -0.21
H -1.329993 -2.748517 0.613233 -0.8 0.6 0.0 0.04
H -3.318013 -0.155533 3.215434 -0.5 0.4 -0.7 0.12
H -1.402437 1.199749 -2.724900 0.1 0.0 0.5 0.13
H 0.844954 -2.461640 1.686362 1.1 0.4 -0.5 0.10
C -2.116953 -3.522564 -5.101490 1.5 1.1 0.2 -0.24
H 2.595053 -0.982613 -1.849170 -0.3 -0.1 0.0 0.04
H -1.715619 -3.592973 -2.891806 -0.2 0.2 -1.3 0.14
H -1.088581 1.342822 2.646470 -0.4 -0.5 -0.2 0.07
H 4.947750 1.337433 1.579238 0.0 0.6 0.4 0.13
C -1.516271 1.160173 -1.616471 0.2 0.1 -1.0 -0.21
H 0.385106 -3.011112 -1.293192 1.2 -0.1 0.4 0.09
O -2.421586 0.113739 -1.295689 -0.1 0.4 0.1 -0.09
H -0.568607 4.385508 1.132750 -0.9 -0.9 0.6 0.07
H -2.791960 -2.708981 -6.712523 0.6 0.2 -2.2 0.06
H -4.850850 -1.181491 1.302401 0.0 -0.2 -0.4 0.13
O 4.216527 3.077975 2.492127 -0.1 0.6 0.5 -0.05
O 1.256696 -2.936217 -1.763536 0.0 -0.3 0.4 -0.11
H -1.075641 -3.267310 -5.376959 -0.6 -0.2 -0.1 0.11
H 0.873085 7.533035 1.867664 -0.1 -0.1 0.2 0.13
O -0.096769 0.795401 0.369329 -0.9 0.5 0.4 -0.09
H -2.777426 3.287580 2.068863 -0.5 -0.3 0.1 0.10
H 0.427514 0.183747 -1.475584 -0.1 -0.1 -0.1 0.11
C 2.429426 -3.409086 -1.046889 -0.7 -1.8 -0.6 -0.21
H 0.955331 4.898279 3.456630 0.0 -0.5 -0.5 0.11
O 0.829856 -3.248731 -4.454272 1.2 0.4 -0.5 -0.11
H 0.860547 -4.287072 1.483476 0.2 0.2 -0.1 0.12
C 0.683900 6.448768 1.921823 0.5 1.0 -0.5 -0.24
O -0.792083 -2.123462 3.389093 0.7 -0.1 -1.1 -0.03
H 1.047008 -3.245788 -3.502508 0.1 0.0 0.1 0.04
H 1.091347 1.536255 1.609230 -0.1 -0.6 -1.1 0.04
H -3.679619 0.791742 0.498700 0.4 0.4 0.8 0.08
H -0.747045 1.431329 0.752641 0.5 -0.3 -0.3 0.06
H 1.954023 6.296049 3.587485 1.6 0.6 0.4 0.10
O -3.065224 -2.768783 -5.833953 -0.9 -0.3 1.6 -0.03
H 0.654510 2.083879 3.466190 -0.8 0.5 0.4 0.04
H -1.267797 -4.094737 2.840349 -0.4 0.3 -0.1 0.13
H -0.045532 6.169488 5.023637 0.3 -0.7 0.6 0.08
H -1.233565 -2.290079 4.201261 -0.6 0.2 1.2 0.08
H 2.990582 -4.083791 -1.753226 -0.3 1.1 0.4 0.14
H -3.886826 -2.240059 2.274286 0.3 -0.4 0.0 0.11
H 3.348302 3.380487 2.834864 0.6 -0.4 -0.5 0.09
C -2.342282 -3.115352 -3.699321 -0.2 -0.4 3.4 -0.22
O -3.089829 -1.918730 0.402202 -0.5 -1.7 1.2 -0.05
H 2.570659 -1.909923 0.391481 0.3 -0.3 0.5 0.09
O -0.001589 6.552841 4.162260 0.0 0.9 -1.4 -0.06
C -3.133974 -0.242419 2.125483 1.7 0.9 -0.3 -0.19
O -2.253965 -1.706991 -3.411971 1.0 -0.9 0.3 -0.06
H 0.269859 -3.978310 3.559825 -0.1 0.9 0.2 0.13
H 3.693114 2.147475 0.710656 -0.1 0.8 -1.2 0.11
C 3.168773 -2.282592 -0.443750 0.1 2.2 -0.7 -0.24
C 2.975558 1.053336 2.235124 -1.5 -2.0 -0.9 -0.20
H 2.233537 -4.071699 -0.182560 -0.6 0.1 -0.5 0.11
O 3.364286 -1.158666 -1.294375 0.3 0.1 -0.5 -0.07
O -0.565009 -3.278706 0.398276 1.2 -0.7 0.8 -0.08
H -3.191452 -1.241958 -0.231358 0.4 1.3 -1.5 0.03
H 3.157000 0.650457 3.236519 0.1 0.3 0.0 0.13
H -2.728345 -1.337345 -4.126153 -0.9 1.2 -1.3 0.06
H -2.328620 -0.557734 -1.986302 0.0 -0.3 -0.2 0.05
O 1.959489 -0.638556 -4.017296 0.9 -1.0 -0.1 -0.07
H -2.237265 -4.590525 -5.128887 -0.3 -0.6 -0.4 0.12
H -1.203447 6.347925 2.300955 0.2 0.0 -0.2 0.10
C -1.328446 2.171925 3.293136 0.4 -0.4 0.6 -0.24
O -0.111028 2.457449 3.984847 0.0 0.1 0.1 -0.10
H 2.663946 -3.545213 -5.498040 -0.4 -0.1 -0.2 0.12
H 3.213645 -2.348775 -3.696354 0.5 0.6 0.7 0.10
C -0.425460 -3.392767 2.915101 0.1 -2.4 -0.3 -0.26
H -1.924760 2.138757 -1.349178 -0.2 -0.3 0.4 0.12
H 1.477991 -2.321407 -6.086418 0.1 0.2 -0.7 0.11
H 3.542534 -1.337224 -5.159911 0.3 0.0 0.2 0.13
O -0.889298 3.455252 1.269108 0.1 -0.2 0.1 -0.10

---

# 2
37
Properties=species:S:1:pos:R:3:forces:R:3:lowdin_charge:R:1 method="wB97M-V/def2-TZVPD" orbital_gap_ev=8.6 total_charge=+1 e_tot_ha=-746.68275
N -2.295996 -5.970938 -0.971157 0.0 0.1 0.0 0.16
H 5.116377 0.798214 0.024146 0.0 0.1 0.0 0.09
H -4.074573 -0.164454 -1.005438 0.0 0.0 -0.1 0.13
H -1.173312 3.332630 1.091937 0.0 0.0 0.0 0.14
H 0.201528 -5.544602 -0.903661 0.0 0.0 0.0 0.10
C -0.801226 2.817662 0.205342 0.0 0.0 0.1 -0.05
H -3.611477 -0.115015 0.723034 -0.3 -0.1 -0.2 0.15
H 3.320470 1.849008 -1.673439 0.0 0.0 0.0 0.12
C -2.780625 1.459207 -0.336822 -0.1 0.0 -0.2 0.02
H 3.158017 2.291838 2.577629 0.0 0.0 0.0 0.12
H 5.207579 1.606221 1.584189 0.0 0.1 0.0 0.08
C 1.411782 2.311538 -0.851754 -0.2 0.0 0.0 -0.04
C 0.672729 2.569699 0.300433 0.0 0.0 0.0 -0.26
H -0.011607 0.075075 0.378342 0.0 0.3 0.0 0.13
H 0.930213 2.327660 -1.824020 0.0 0.0 0.0 0.12
C -1.084799 0.186190 0.474026 -0.3 0.0 0.0 -0.07
C -1.722415 -4.835445 -0.488693 -0.1 -0.2 0.0 -0.67
H -1.539224 -0.448598 -1.464901 -0.1 -0.6 -0.2 0.13
H 5.465807 2.526318 0.092228 0.0 0.0 0.0 0.09
C 4.884708 1.725943 0.550350 -0.1 -0.1 0.1 -0.04
H -1.772930 -6.741912 -1.340529 0.0 0.0 0.0 0.10
N -1.576139 1.548599 0.085020 0.0 0.0 -0.2 -0.02
O -2.391909 -3.916801 -0.031853 0.2 0.2 0.0 0.00
C -3.271961 0.057056 -0.310500 0.2 -0.2 0.2 -0.09
N -0.357288 -4.794783 -0.542910 -0.1 0.0 -0.1 0.15
H -3.332929 2.321089 -0.694567 0.1 0.1 0.2 0.17
C -1.928532 -0.674020 -0.469147 0.3 0.6 0.4 -0.12
H -1.901315 -1.728666 -0.209571 -0.3 -0.1 -0.2 0.09
C 3.411137 2.020210 0.470257 0.0 0.0 -0.1 -0.26
H -1.398543 0.056147 1.515678 0.2 -0.2 0.0 0.15
C 2.665261 2.292485 1.613133 0.2 -0.1 0.0 -0.02
C 2.760438 2.038895 -0.766156 0.2 0.0 0.1 -0.03
H -1.048553 3.407276 -0.677628 0.0 0.0 0.1 0.14
H -3.296194 -6.033122 -0.934579 0.0 0.0 0.0 0.11
C 1.311400 2.564188 1.534178 -0.2 0.0 -0.1 -0.03
H 0.753841 2.774512 2.440647 0.0 0.0 0.0 0.12
H 0.100258 -3.989304 -0.163246 0.0 0.0 0.0 0.10

---

# 3
74
Properties=species:S:1:pos:R:3:forces:R:3:lowdin_charge:R:1 method="wB97M-V/def2-TZVPD" orbital_gap_ev=8.6 total_charge=-1 e_tot_ha=-2955.50521
O 7.161994 -8.600723 -10.441945 0.6 0.4 0.2 -0.14
H 4.435435 -10.431994 -7.534496 0.0 0.0 0.0 0.08
H 12.004372 -12.363225 -11.010689 -0.1 0.0 -0.1 0.08
C 6.747136 -11.239749 -5.039127 -0.6 0.2 0.0 -0.16
C 7.138708 -9.468418 -12.683361 -0.8 -0.9 0.0 -0.04
H 6.369915 -13.093199 -14.229361 -0.2 -0.2 0.1 0.07
C 6.751524 -8.305912 -11.797387 1.3 0.3 -0.1 -0.42
C 10.350919 -13.057878 -4.833409 -0.3 0.3 0.0 -0.05
H 8.163497 -9.792703 -12.515605 0.2 0.3 0.0 0.07
C 4.900984 -9.618495 -8.093480 0.2 0.2 -0.2 -0.09
C 11.711048 -11.051146 -4.128785 0.5 0.5 0.4 -0.07
H 5.677188 -9.148234 -7.483912 -0.1 -0.1 0.0 0.08
C 8.722815 -14.086564 -11.899171 0.2 0.0 0.6 -0.05
H 9.733714 -11.024829 -4.976789 0.2 0.2 0.0 0.12
H 7.996153 -13.586866 -14.604145 -0.1 -0.3 0.0 0.08
H 12.684346 -11.521896 -4.293524 -0.1 -0.1 -0.1 0.08
O 10.760951 -14.667273 -8.572302 -0.2 -0.1 0.0 -0.14
H 4.581326 -13.284999 -8.051463 0.0 0.2 0.2 0.08
H 9.739329 -13.447976 -5.652379 0.2 0.0 -0.1 0.07
H 6.502834 -10.327500 -12.424913 0.2 0.0 -0.1 0.08
O 11.209580 -11.418803 -6.393305 -0.2 0.0 0.1 -0.06
H 10.007206 -16.498795 -9.067425 0.0 -0.1 0.2 0.07
H 6.886588 -12.600260 -10.856925 -0.1 -0.2 -0.1 0.03
H 10.032796 -11.162122 -11.638639 0.2 -0.1 0.0 0.01
H 4.685849 -14.977757 -7.655358 0.0 0.1 0.2 0.07
H 11.859864 -9.977092 -4.273458 -0.1 -0.1 0.0 0.08
O 7.314740 -10.011948 -5.455784 0.0 -0.2 0.0 -0.14
H 9.461108 -15.878757 -7.469028 0.0 -0.1 0.0 0.07
C 9.705046 -15.614539 -8.500627 0.1 0.3 -0.5 -0.17
C 7.442388 -7.029081 -12.231546 -0.1 0.3 -0.6 -0.05
H 9.007275 -13.728922 -10.902091 0.1 0.2 -0.2 0.06
C 4.980726 -13.977528 -7.302184 0.0 -0.5 -0.4 -0.18
H 4.503763 -13.810169 -6.334207 0.0 0.1 0.0 0.07
H 4.139129 -8.876813 -8.331362 0.0 0.0 0.0 0.08
H 7.338115 -6.239115 -11.488187 0.1 0.0 0.0 0.09
H 10.351225 -13.787688 -8.592361 0.2 -0.2 0.1 0.01
C 11.955649 -11.456496 -11.630269 -0.2 -0.1 0.4 -0.16
H 6.991658 -6.686368 -13.170681 -0.2 0.0 0.2 0.08
H 11.453113 -11.213462 -3.079523 -0.2 0.0 -0.1 0.08
H 5.929025 -11.559180 -5.701495 0.2 -0.1 -0.1 0.06
H 8.802916 -15.231294 -8.991485 0.0 0.0 0.2 0.07
O 9.515148 -12.210887 -8.354617 -0.6 -0.1 0.1 -0.29
O 7.205580 -12.076742 -9.102174 0.3 0.2 0.0 -0.33
H 11.265305 -13.645556 -4.748811 0.0 -0.1 0.0 0.08
S 8.481880 -11.360219 -8.919213 0.8 -0.8 0.0 0.40
H 6.705169 -13.289308 -7.869623 0.1 -0.2 0.2 0.02
H 12.741476 -11.522525 -12.380045 0.0 0.1 0.0 0.07
O 5.439447 -10.086104 -9.335173 -0.4 -0.3 0.3 -0.14
H 10.585123 -11.846488 -7.009715 0.3 0.3 0.1 0.02
O 8.252224 -10.136570 -8.075132 0.5 0.3 -0.2 -0.37
H 8.152602 -12.167423 -12.744657 0.2 -0.1 0.1 0.11
H 9.636666 -14.195524 -12.482867 0.0 0.0 -0.1 0.09
C 10.680729 -11.574367 -5.082990 -0.4 -0.9 -0.2 -0.50
O 8.765901 -7.428661 -8.615172 0.7 -0.9 -0.2 -0.31
H 7.639807 -10.132775 -6.363275 0.1 0.2 0.2 0.02
V 9.137082 -8.721611 -9.461482 -1.7 1.6 -1.5 0.97
H 6.269392 -11.069179 -4.070590 0.3 -0.1 0.1 0.08
O 10.160855 -8.268113 -10.606599 -0.6 -0.5 1.2 -0.32
H 8.492167 -7.179515 -12.489514 0.1 -0.1 0.4 0.08
C 7.719389 -13.152467 -12.543572 -0.6 -0.2 -0.1 -0.50
H 5.962539 -10.903810 -9.175199 -0.1 0.2 -0.1 0.04
O 6.385876 -13.904613 -7.187424 -0.1 0.2 0.0 -0.14
H 6.987511 -9.277473 -13.747325 0.0 0.2 0.0 0.09
H 6.927072 -14.751894 -13.761768 -0.2 0.0 -0.1 0.08
H 8.276331 -15.064402 -11.691439 -0.1 0.0 -0.4 0.09
H 7.479105 -12.047169 -4.969819 0.0 0.0 0.0 0.07
H 12.128365 -10.601135 -10.965716 0.2 0.0 -0.2 0.07
O 8.980003 -10.777228 -10.204511 -0.3 0.2 0.2 -0.38
O 10.719956 -11.326368 -12.303295 -0.1 -0.1 -0.2 -0.15
H 5.677376 -8.118699 -11.803557 -0.1 -0.3 0.2 0.15
H 6.475433 -9.172308 -9.988427 0.0 -0.1 0.0 0.04
C 7.195487 -13.702963 -13.864408 0.7 0.5 -0.1 -0.06
H 9.721689 -13.185746 -3.944463 0.3 0.1 0.1 0.07
O 6.583516 -12.992466 -11.691803 0.0 0.1 0.0 -0.06

---

# 4
15
Properties=species:S:1:pos:R:3:forces:R:3:lowdin_charge:R:1 method="wB97M-V/def2-TZVPD" spin_multiplicity=3 s_squared=2.008 orbital_gap_ev="6.2 / 7.9" total_charge=0 de_lowest_kj_mol=358.03 e_tot_ha=-705.59396
C 0.957847 -1.442651 -0.880937 2.5 1.1 -0.5 -0.12
C -0.848413 1.564364 0.855221 -1.2 1.3 2.3 -0.12
H -1.968170 1.892770 0.751286 2.3 -0.2 -0.5 0.12
H -0.930745 0.927873 1.748636 0.1 -0.2 -0.3 0.07
H -1.127531 0.140929 -0.885371 2.1 1.2 1.2 0.18
O 1.391604 2.684066 -0.823793 -1.1 2.0 0.7 -0.31
H 0.028914 -1.916699 -1.010077 -1.7 0.0 -0.3 0.05
H 1.514390 -2.208625 -0.312507 0.5 0.3 -0.9 0.08
S 1.043847 1.326951 -1.188345 5.4 5.1 -5.5 0.73
O 1.228945 0.973350 -2.615491 -1.9 -0.3 0.5 -0.33
H -0.182946 2.406508 1.283482 -1.0 -1.1 -1.4 0.11
C -0.306400 0.715052 -0.250655 -0.3 -3.1 0.0 -0.38
H 1.366026 -1.101081 -1.927480 -0.3 -1.5 1.6 0.10
H 1.602937 -0.276057 0.859010 0.0 1.1 -0.1 0.12
C 1.012712 -0.181205 -0.044505 -5.5 -5.7 3.2 -0.31

---

For each record above, in turn, the calculated maximum force values are 3.4, 0.8, 2.8, 9.2 eV/Å.